[1]
18
Properties=species:S:1:pos:R:3:forces:R:3 method="wB97M-V/def2-TZVPD" smiles="[H]/N=C(/C)N.C=CN" energy_ha=-323.1463 relative_energy_kj_mol=420.63 e_homo_ha="-0.27603 / -0.27602"
H -1.18655 1.50641 1.26423 0.43 0.10 0.07
N -0.97280 0.57934 1.63012 -0.04 -1.33 -1.37
C -0.01546 -0.04605 0.98040 1.93 2.60 3.02
C 0.55246 -1.28710 1.64964 -0.43 -0.37 -0.72
N 1.14291 0.78025 0.46343 -0.66 -0.03 -0.44
H 1.24360 -1.80442 0.97881 -0.14 -0.05 0.07
H 1.09921 -1.01309 2.55174 -0.10 0.23 0.01
H -0.27591 -1.93959 1.91742 0.11 -0.12 0.03
H 0.97214 1.77774 0.53583 -0.22 -0.21 0.13
H 2.05234 0.60157 0.87896 -0.41 -0.36 0.19
C -0.67451 -0.86274 -0.83566 0.17 1.31 -2.52
C -0.01287 0.12071 -1.61207 -1.84 -3.50 0.17
N -0.69018 1.20485 -2.07018 0.06 1.45 0.44
H -0.41811 -1.89933 -1.01466 0.90 0.03 0.68
H -1.75923 -0.78838 -0.84782 0.11 0.40 0.42
H 0.97970 -0.06211 -1.99731 0.03 0.05 -0.15
H -0.75563 1.42569 -3.05358 0.46 0.20 0.43
H -1.28111 1.70624 -1.41929 -0.35 -0.41 -0.46

***

[2]
18
Properties=species:S:1:pos:R:3:forces:R:3 method="wB97M-V/def2-TZVPD" total_charge=+2 energy_ha=-322.1953 relative_energy_kj_mol=713.62 spin_multiplicity=3 e_homo_ha="-0.49488 / -0.78886"
C -0.62551 -1.49207 0.69357 -1.02 -1.21 2.09
C 0.33508 0.78644 1.22686 3.05 4.27 7.16
C -1.50279 -0.33332 0.35380 -0.10 -1.46 -0.92
C 1.57046 -0.10655 -0.95472 -0.80 0.15 -1.47
N -0.48724 -0.25082 1.42082 -2.12 -1.22 -1.36
N -0.86145 0.50880 -0.82620 -3.87 -0.41 -0.02
N 0.46409 0.84865 -0.48906 1.41 -3.30 -4.73
H -1.03377 -2.17152 1.50573 -0.21 -0.03 -1.57
H 0.14180 -1.89232 0.03319 0.18 0.02 0.69
H -0.21165 1.73090 1.56221 0.94 -1.02 -0.12
H 1.33085 0.65269 1.75062 -1.09 0.35 -1.09
H -2.59069 -0.29705 0.33625 0.15 0.01 0.81
H 2.35386 -0.30687 -0.18281 -0.92 0.31 -0.25
H 1.05247 -1.03674 -1.31136 1.05 0.86 0.13
H 2.01384 0.44705 -1.82028 -0.08 -0.88 0.62
H -1.16132 -0.11359 -1.64151 1.82 1.00 0.36
H -1.56854 1.30549 -0.90029 1.65 -0.19 -0.05
H 0.78051 1.72083 -0.75682 -0.03 2.74 -0.31

***

[3]
19
Properties=species:S:1:pos:R:3:forces:R:3 method="wB97M-V/def2-TZVPD" smiles="C[C@H](NCN)C(N)=O" energy_ha=-398.4604 relative_energy_kj_mol=246.16 e_homo_ha=-0.33182
C -0.09651 -1.91255 1.17532 -2.20 1.08 -0.56
C 0.00126 -0.47961 0.49902 2.39 -4.62 -2.83
N -0.75754 -0.46933 -0.80727 -0.70 -4.72 3.07
C -0.92131 0.75977 -1.36771 1.02 4.37 -1.29
N -1.06742 1.77854 -0.24699 -3.25 1.61 -1.24
C 1.49860 -0.35645 0.12444 1.21 2.71 -0.52
N 2.06491 0.88785 0.42604 2.04 -0.90 -0.72
O 2.17912 -1.12815 -0.48645 -0.11 -1.87 -0.21
H 0.07497 -1.79936 2.24618 -0.13 -0.33 -0.11
H -1.08816 -2.39363 0.94263 0.20 0.94 0.83
H 0.47876 -2.69468 0.74422 1.51 0.02 -0.43
H -0.20473 0.28559 1.13441 -0.97 1.86 1.92
H -1.56710 -1.13946 -0.54212 1.15 2.17 -1.51
H -1.68566 0.90860 -2.16703 0.08 -0.90 0.86
H 0.02779 1.16578 -1.91970 -1.12 -1.17 0.87
H -1.71514 1.28148 0.44390 0.67 1.40 -1.22
H -1.65377 2.62860 -0.70548 1.69 -2.42 1.76
H 1.36456 1.58279 0.50999 -0.16 1.32 0.10
H 3.06739 1.09425 -0.00339 -3.33 -0.56 1.20

***

[4]
19
Properties=species:S:1:pos:R:3:forces:R:3 method="wB97M-V/def2-TZVPD" smiles="C/N=C(/O)[C@H](N)NC" energy_ha=-398.4317 relative_energy_kj_mol=321.45 e_homo_ha=-0.31369
C 2.32854 -0.05025 -0.87195 -0.27 0.15 -0.57
N 1.59226 -0.90800 0.01895 -1.45 -0.43 1.01
C 0.49692 -0.52915 0.57893 5.34 1.64 -0.06
O 0.18645 -1.13477 1.76519 -0.73 -0.99 -0.28
C -0.20172 0.79091 0.31675 -1.52 -4.13 -0.91
N -0.23704 1.70600 1.37233 -1.01 0.51 0.67
N -1.47973 -0.20715 0.20546 -0.92 2.45 0.34
C -1.83756 -0.79837 -1.07083 0.29 0.78 -0.22
H 3.32084 -0.48439 -0.99798 -0.07 0.06 -0.14
H 1.84960 0.01936 -1.85826 0.19 0.00 0.00
H 2.47202 0.97608 -0.50485 -0.15 -0.11 0.10
H -0.61515 -1.66218 1.57664 0.32 0.58 0.48
H -0.00046 1.25448 -0.65395 0.05 -0.12 0.27
H -0.34161 1.26161 2.27982 0.32 0.06 -0.21
H 0.49944 2.39972 1.36304 -0.14 -0.23 -0.08
H -2.24860 0.25087 0.68066 -0.26 0.01 -0.22
H -2.77403 -1.34726 -0.96905 0.12 -0.07 0.08
H -1.03920 -1.48172 -1.36415 -0.09 -0.11 -0.14
H -1.97098 -0.05581 -1.86674 -0.02 -0.07 -0.13